[1]
The following is a quantum chemistry calculation of a molecular structure, Ag2O28Pb3S7 in a non-equilibrium geometry, from the Open Molecules 2025 dataset.

XYZ file:
```
40
Ag2O28Pb3S7, DFT ωB97M-V/def2-TZVPD
Pb -2.87111 1.36936 -1.63875
Pb -1.10713 -0.91835 -4.68169
Pb -0.92987 0.53315 2.27190
Ag 3.19679 0.22655 4.02703
Ag 2.94117 -0.25187 0.46367
S 0.35959 0.39434 -1.25885
S -3.76265 1.27300 1.37658
S 0.83601 2.44603 4.27426
S 0.12903 -1.73635 -7.23370
S 0.94477 -1.52354 3.90025
S 5.72207 -0.70672 2.68360
S -4.26822 -0.36114 -3.80984
O 1.41435 -1.09295 2.57003
O -3.44292 -1.62753 -4.01946
O -4.21098 2.25905 0.34835
O -0.41960 2.33795 3.37034
O 1.23884 3.81107 4.21918
O -0.90569 -0.34324 -1.79119
O 1.58301 -0.02726 -2.00180
O -4.85235 0.37519 1.75118
O -0.51022 -0.77179 3.93609
O -3.51364 0.77022 -4.37339
O -0.35431 -0.29073 -6.85101
O 0.76399 -3.00407 3.91338
O 1.35036 -1.53643 -7.88581
O 0.03560 1.82733 -1.43731
O -3.00506 1.86490 2.43827
O 0.55458 0.01932 0.20947
O 0.15424 -2.55885 -5.92480
O 6.91211 0.15328 2.73788
O -0.90377 -2.29897 -8.06399
O 0.59705 1.94426 5.58704
O -5.60868 -0.39017 -4.40594
O 4.68024 0.10565 1.88840
O 4.96315 -0.72416 4.16749
O 5.83884 -2.10667 2.28616
O 1.77055 -1.13770 5.05181
O -2.66576 0.40039 0.69729
O -4.44460 -0.20682 -2.30374
O 1.79023 1.50425 3.51159
```

ΔE to the lowest compared entry with this formula, charge and spin: 0.000 eV
Frontier orbital gap (spin up / spin down): 8.20 / 5.77 eV
Total charge: -4
Multiplicity: 3
Electronic energy: -156920.34119 eV
Highest occupied orbital energy (spin up / spin down): -0.7968 / -0.7966 eV

[2]
The following is a quantum chemistry calculation of a molecular structure, AgBr, from the Open Molecules 2025 dataset.

XYZ file:
```
2
AgBr, DFT ωB97M-V/def2-TZVPD
Ag -1.19609 0.04493 0.70743
Br 1.19609 -0.04493 -0.70743
```

ΔE to the lowest compared entry with this formula, charge and spin: 0.052 eV
Frontier orbital gap (spin up / spin down): 10.17 / 7.35 eV
Total charge: +1
Multiplicity: 2
Electronic energy: -74032.13969 eV
Highest occupied orbital energy (spin up / spin down): -16.9160 / -16.4929 eV

[3]
The following is a quantum chemistry calculation of a molecular structure, AgH8O8P in a non-equilibrium geometry, from the Open Molecules 2025 dataset.

XYZ file:
```
18
AgH8O8P, DFT ωB97M-V/def2-TZVPD
Ag 0.21998 0.00101 -0.01593
P 0.85240 2.55787 0.93317
O 1.10427 3.78404 0.14030
O 1.80330 1.37419 0.34351
O 0.90586 -2.25378 -0.72557
O -1.92176 -1.20287 -0.48066
O 0.33041 0.38069 -2.38021
O -0.38873 -0.88581 2.22370
O -0.56098 1.89882 0.63354
O 1.06741 2.63179 2.42431
H -2.25192 -1.40552 -1.35827
H 1.75318 -2.54422 -0.38245
H -0.17791 -0.33314 2.98236
H -1.05970 -1.51173 2.49872
H 0.45957 -3.04206 -1.03884
H -0.15664 0.04627 -3.13509
H 0.66023 1.24898 -2.62753
H -2.63896 -0.74454 -0.03506
```

ΔE to the lowest compared entry with this formula, charge and spin: 0.000 eV
Frontier orbital gap (spin up / spin down): 5.07 / 4.97 eV
Total charge: -1
Multiplicity: 2
Electronic energy: -29799.53390 eV
Highest occupied orbital energy (spin up / spin down): -3.0401 / -2.9414 eV

[4]
The following is a quantum chemistry calculation of a molecular structure, AlB2H8 in a non-equilibrium geometry, from the Open Molecules 2025 dataset.

XYZ file:
```
11
AlB2H8, DFT ωB97M-V/def2-TZVPD
Al 1.25430 0.48957 -0.89306
B 0.13361 -2.22832 -0.85223
B -0.39529 2.12119 1.04023
H -0.92854 1.86159 2.02222
H 0.72552 2.01284 1.30653
H -0.22964 -3.29585 -1.03548
H -0.61792 3.15732 0.62864
H -0.35384 -1.64928 0.00561
H 1.28298 -2.22779 -0.72593
H -0.12136 -1.56237 -1.77032
H -0.74982 1.32110 0.27379
```

ΔE to the lowest compared entry with this formula, charge and spin: 2.234 eV
Frontier orbital gap: 4.68 eV
Total charge: +1
Multiplicity: 1
Electronic energy: -8061.58774 eV
Highest occupied orbital energy: -15.5523 eV

[5]
The following is a quantum chemistry calculation of a molecular structure, AlBH36O16 in a non-equilibrium geometry, from the Open Molecules 2025 dataset.

XYZ file:
```
54
AlBH36O16, DFT ωB97M-V/def2-TZVPD
Al 0.21830 -0.05724 0.52464
O -1.39109 -4.54365 -0.64878
O 2.12280 -2.37170 0.13937
O -1.80370 2.22180 0.78456
O 3.05807 0.88907 1.33624
O 1.49709 -0.95041 2.93978
O -2.71474 -1.11995 0.11882
O -1.92110 -1.02004 -4.04092
O -0.17362 -2.21270 -1.63291
O 3.44221 0.77206 4.03207
O 0.69544 1.38226 -4.13013
O -0.58601 -2.80018 1.51294
O -1.77599 -0.17102 2.76499
O 0.54519 1.58796 3.37264
O -1.47665 4.24929 -1.86198
O 1.98568 0.31349 -1.88208
O 1.42846 2.65816 -0.08560
B -1.39423 1.21269 -1.93310
H 2.79529 1.41213 4.32877
H 2.99489 -2.45133 0.52583
H -2.24494 0.86568 -1.36732
H -2.94938 -1.63790 -0.65118
H 4.24593 1.27898 3.91671
H -0.77354 4.80123 -2.20437
H 1.65226 0.85222 -2.59961
H -1.76007 -0.33485 -3.39223
H -1.12801 3.35914 -1.91005
H 2.00738 -3.17947 -0.36104
H -2.16100 -5.02529 -0.95125
H -0.91459 1.94725 -1.30491
H -2.58421 2.47684 1.27648
H 3.17111 0.85531 2.28614
H -2.43440 -0.86128 2.68584
H -2.80964 -0.85023 -4.35383
H -3.37823 -1.34530 0.77092
H 1.81116 2.92733 -0.92065
H 0.32015 2.51302 3.47179
H -0.17598 1.18939 -3.78423
H -0.16168 -2.10094 -2.58348
H 1.71424 -1.80951 3.30175
H -1.67468 1.62278 -2.89092
H 2.62228 -0.26961 -2.29555
H -1.00377 -3.37155 0.86854
H -0.85953 -3.15308 2.35963
H -0.57557 -3.07075 -1.49718
H 0.88304 0.65702 -4.72600
H -1.05350 -5.06412 0.08017
H -2.05189 2.33194 -0.13332
H 3.93212 0.72030 0.98441
H 1.77354 -0.32926 3.61357
H -0.00384 1.13730 4.01428
H -0.76500 0.34339 -2.04538
H 1.67882 3.34963 0.52712
H -1.89490 0.17372 3.65000
```

ΔE to the lowest compared entry with this formula, charge and spin: 0.000 eV
Frontier orbital gap: 3.89 eV
Total charge: +2
Multiplicity: 1
Electronic energy: -40595.78336 eV
Highest occupied orbital energy: -15.4956 eV

[6]
The following is a quantum chemistry calculation of a molecular structure, AlF2HO2P in a non-equilibrium geometry, from the Open Molecules 2025 dataset.

XYZ file:
```
7
AlF2HO2P, DFT ωB97M-V/def2-TZVPD
P -0.10603 0.25000 0.07943
Al 2.87501 0.24686 0.30148
F -0.38246 1.11916 -1.16605
F -0.50330 1.07401 1.32847
O 1.35936 -0.21898 0.15661
O -0.71190 -1.15819 -0.07737
H 0.29170 -1.73627 -0.04409
```

Frontier orbital gap: 5.45 eV
Total charge: +3
Multiplicity: 1
Electronic energy: -25391.13474 eV
Highest occupied orbital energy: -28.2617 eV

[7]
The following is a quantum chemistry calculation of a molecular structure, ArH18O9, from the Open Molecules 2025 dataset.

XYZ file:
```
28
ArH18O9, DFT ωB97M-V/def2-TZVPD
Ar 11.43781 -10.77031 0.62844
O 8.75692 -13.31600 1.91460
O 12.55662 -14.37084 1.76519
O 11.88972 -13.98755 -2.02812
O 8.93379 -8.66640 0.29662
O 10.89587 -7.22987 -1.12508
O 15.42480 -10.73387 0.84855
O 12.65025 -6.57954 1.33846
O 13.89496 -12.86182 -0.30175
O 8.21669 -10.54632 2.30070
H 10.99062 -7.74065 -1.92905
H 8.34399 -9.97575 1.54275
H 15.11164 -9.95280 0.39238
H 12.10927 -7.20299 0.85380
H 11.73690 -14.58637 1.32040
H 14.37793 -12.07584 -0.04640
H 9.60019 -8.25021 -0.25013
H 12.99617 -13.75873 1.17498
H 13.49465 -7.01966 1.43606
H 11.29357 -14.25583 -1.32893
H 8.39004 -9.15719 -0.31956
H 8.78423 -12.36839 2.04696
H 8.46839 -13.66773 2.75678
H 15.30442 -10.53406 1.77689
H 14.57217 -13.48382 -0.56769
H 7.27244 -10.53088 2.45681
H 12.67785 -13.69303 -1.57167
H 10.54769 -6.38700 -1.41588
```

ΔE to the lowest compared entry with this formula, charge and spin: 0.328 eV
Frontier orbital gap: 10.48 eV
Total charge: 0
Multiplicity: 1
Electronic energy: -33074.35557 eV
Highest occupied orbital energy: -10.6287 eV

[8]
The following is a quantum chemistry calculation of a molecular structure, As3CsF18, from the Open Molecules 2025 dataset.

XYZ file:
```
22
As3CsF18, DFT ωB97M-V/def2-TZVPD
Cs 0.04611 0.94979 -0.55939
As 3.08359 -2.04630 -0.30440
As -2.43329 -0.89401 -2.68956
As -0.66973 2.78286 3.06639
F -2.19535 2.11631 2.59879
F -1.38386 4.35098 3.19051
F 1.47897 -1.44751 0.07436
F 0.88667 3.41485 3.48207
F -2.05570 -0.47524 -4.32207
F 3.04065 -1.10633 -1.76342
F -2.72050 -2.52369 -3.15164
F 0.00395 1.17821 2.94207
F -2.69361 -1.28911 -1.01839
F 4.65020 -2.64828 -0.73208
F 3.09321 -2.93072 1.18956
F 3.80455 -0.69952 0.51729
F -4.10511 -0.55237 -2.93212
F -0.29897 3.10614 1.38690
F 2.37662 -3.40369 -1.10686
F -2.16489 0.78180 -2.24656
F -0.73938 -1.17540 -2.36628
F -1.00414 2.51125 4.74484
```

ΔE to the lowest compared entry with this formula, charge and spin: 0.000 eV
Frontier orbital gap: 11.47 eV
Total charge: -2
Multiplicity: 1
Electronic energy: -231995.62211 eV
Highest occupied orbital energy: -7.4158 eV

[9]
The following is a quantum chemistry calculation of a molecular structure, AsB2F14Tl in a non-equilibrium geometry, from the Open Molecules 2025 dataset.

XYZ file:
```
18
AsB2F14Tl, DFT ωB97M-V/def2-TZVPD
Tl 1.67106 21.51650 -13.96227
As -1.12568 20.71308 -12.02499
F 0.47610 19.89937 -12.26692
F -1.21707 20.78088 -13.77327
F -2.60500 21.55622 -11.88058
F 3.27308 23.53117 -10.27798
F 3.62417 23.32889 -15.07815
F 2.63690 21.59573 -11.31196
F 2.85268 22.37707 -17.02037
F -0.16778 22.19772 -12.21100
F 4.15289 21.22128 -15.46751
F 3.82445 23.08174 -12.57168
F 1.75123 23.57126 -11.97558
F -1.89617 19.17945 -11.93662
F -0.84909 20.84509 -10.34035
F 5.06117 22.88004 -16.78562
B 3.92343 22.45158 -16.14809
B 2.97569 22.98136 -11.48567
```

ΔE to the lowest compared entry with this formula, charge and spin: 0.924 eV
Frontier orbital gap: 4.46 eV
Total charge: 0
Multiplicity: 1
Electronic energy: -104935.68850 eV
Highest occupied orbital energy: -14.1191 eV

[10]
The following is a quantum chemistry calculation of a molecular structure, AsCsF6 in a non-equilibrium geometry, from the Open Molecules 2025 dataset.

XYZ file:
```
8
AsCsF6, DFT ωB97M-V/def2-TZVPD
Cs 2.66811 -2.23233 1.04296
As -0.36872 0.32393 -0.13385
F 0.80316 1.29204 -1.05154
F -1.36916 1.80312 0.21511
F -1.53099 -0.70883 0.73493
F -1.40292 0.06747 -1.58836
F 0.59038 0.58964 1.39520
F 0.61011 -1.13502 -0.61443
```

ΔE to the lowest compared entry with this formula, charge and spin: 0.163 eV
Frontier orbital gap (spin up / spin down): 13.05 / 5.86 eV
Total charge: +1
Multiplicity: 2
Electronic energy: -77683.13589 eV
Highest occupied orbital energy (spin up / spin down): -18.2573 / -18.2292 eV

[11]
The following is a quantum chemistry calculation of a molecular structure, AsF6H28O14 in a non-equilibrium geometry, from the Open Molecules 2025 dataset.

XYZ file:
```
49
AsF6H28O14, DFT ωB97M-V/def2-TZVPD
As 0.06294 0.17788 -0.52566
F -1.56680 0.69301 -0.22605
F 0.43531 1.77255 -1.10193
F 0.45922 0.63845 1.08146
F -0.23229 -1.42668 0.01646
F 1.76435 -0.12990 -0.81449
F -0.42877 -0.27779 -2.11853
O -1.02110 -4.33285 2.04422
O 2.12182 0.22920 3.40545
O -0.16709 1.22562 -4.45141
O -0.89914 4.56116 -0.67584
O -4.47972 2.40407 -1.89522
O 2.33804 -2.38865 -2.09681
O 1.94323 -3.56026 0.31984
O 3.50415 2.24079 0.00109
O 0.20698 -1.44664 3.41946
O 3.72248 -0.29854 1.07348
O -2.90620 1.02827 3.02885
O 1.34360 3.58649 1.06737
O -1.93866 -2.96814 -1.62904
O -3.72186 -0.47295 -1.99897
H 2.02026 3.17894 0.50454
H -3.66427 0.86438 3.59615
H 2.15801 -3.08078 -0.50188
H -2.33667 -2.09505 -1.75671
H -0.73335 3.70909 -1.09401
H 2.36716 -1.46591 -1.79779
H -0.20721 2.16936 -4.27666
H -1.24290 4.33727 0.19271
H 3.33426 -1.07478 0.65123
H 2.18112 0.17173 2.44333
H -3.23725 0.94548 2.12998
H -0.07704 0.82249 -3.57647
H -4.51444 -0.92665 -2.30012
H -0.69287 -3.82842 2.79630
H 4.47123 -0.62537 1.58011
H -3.54714 2.18827 -1.78688
H 1.23128 -0.08249 3.60960
H -1.34468 -3.66553 1.42807
H 0.88445 -2.01563 3.03460
H 2.95659 -2.44902 -2.82857
H 4.21126 2.37275 -0.63215
H 3.56604 1.33162 0.34036
H -0.99593 -2.78676 -1.57846
H 0.99045 -3.45844 0.40731
H -0.19465 -1.00265 2.66159
H 0.57681 3.03398 0.89965
H -3.87588 -0.28569 -1.06875
H -4.82514 2.46272 -1.00082
```

ΔE to the lowest compared entry with this formula, charge and spin: 0.992 eV
Frontier orbital gap: 9.34 eV
Total charge: -1
Multiplicity: 1
Electronic energy: -106270.60379 eV
Highest occupied orbital energy: -7.2561 eV

[12]
The following is a quantum chemistry calculation of a molecular structure, B2CaH4O7S in a non-equilibrium geometry, from the Open Molecules 2025 dataset.

XYZ file:
```
15
B2CaH4O7S, DFT ωB97M-V/def2-TZVPD
Ca 0.20284 3.01502 2.04134
S -1.35635 0.43822 0.69395
O 0.43241 0.80530 0.95713
O -1.56988 0.83098 -0.66542
O -1.51781 -1.04234 0.90600
O 0.44711 -2.12066 0.09011
O 0.64100 2.66779 -0.59686
O 2.08344 0.79598 -0.77383
O -1.73959 -3.23300 0.12514
B 1.05868 1.37506 -0.16341
B -0.88470 -2.23287 0.25824
H 0.83041 -2.16644 -0.78802
H 0.54295 3.38657 0.02294
H -1.70735 -3.81156 -0.63920
H 2.53685 1.29196 -1.46813
```

Frontier orbital gap: 7.94 eV
Total charge: +2
Multiplicity: 1
Electronic energy: -45012.55396 eV
Highest occupied orbital energy: -18.2510 eV

Repeat the eighth record exactly.
The following is a quantum chemistry calculation of a molecular structure, As3CsF18, from the Open Molecules 2025 dataset.

XYZ file:
```
22
As3CsF18, DFT ωB97M-V/def2-TZVPD
Cs 0.04611 0.94979 -0.55939
As 3.08359 -2.04630 -0.30440
As -2.43329 -0.89401 -2.68956
As -0.66973 2.78286 3.06639
F -2.19535 2.11631 2.59879
F -1.38386 4.35098 3.19051
F 1.47897 -1.44751 0.07436
F 0.88667 3.41485 3.48207
F -2.05570 -0.47524 -4.32207
F 3.04065 -1.10633 -1.76342
F -2.72050 -2.52369 -3.15164
F 0.00395 1.17821 2.94207
F -2.69361 -1.28911 -1.01839
F 4.65020 -2.64828 -0.73208
F 3.09321 -2.93072 1.18956
F 3.80455 -0.69952 0.51729
F -4.10511 -0.55237 -2.93212
F -0.29897 3.10614 1.38690
F 2.37662 -3.40369 -1.10686
F -2.16489 0.78180 -2.24656
F -0.73938 -1.17540 -2.36628
F -1.00414 2.51125 4.74484
```

ΔE to the lowest compared entry with this formula, charge and spin: 0.000 eV
Frontier orbital gap: 11.47 eV
Total charge: -2
Multiplicity: 1
Electronic energy: -231995.62211 eV
Highest occupied orbital energy: -7.4158 eV